{
  "formula": "C24H11Br3Cl7F18Mg2NO9",
  "method": "ωB97M-V/def2-TZVPD",
  "lumo_ev": -6.1773,
  "total_charge": 0,
  "orbital_gap_ev": 0.94,
  "e_tot_ha": -14793.4746,
  "largest_force_ev_per_a": 3.4,
  "elements": ["C", "C", "C", "C", "C", "F", "F", "C", "F", "F", "C", "F", "F", "C", "F", "F", "C", "F", "F", "C", "F", "F", "C", "F", "F", "C", "F", "F", "F", "C", "O", "O", "C", "O", "H", "C", "Cl", "Cl", "Cl", "Cl", "C", "C", "C", "C", "C", "C", "N", "O", "O", "H", "H", "H", "H", "H", "Mg", "Cl", "C", "Cl", "Cl", "H", "H", "C", "O", "O", "O", "Mg", "O", "H", "H", "C", "Br", "Br", "Br", "H", "F"],
  "xyz": [[-2.756603, 2.379984, -1.077456], [-2.712222, 2.592457, 0.117862], [-2.300284, 2.802796, 1.446272], [-2.465799, 2.029245, 2.518898], [-3.151788, 0.684683, 2.594713], [-4.276101, 0.811507, 1.853619], [-3.556791, 0.465306, 3.835876], [-2.342141, -0.481292, 1.944038], [-3.242441, -1.327444, 1.457606], [-1.724919, 0.014975, 0.859014], [-1.411596, -1.347897, 2.824073], [-0.979711, -2.343606, 2.048181], [-2.181054, -1.937856, 3.729387], [-0.271711, -0.674154, 3.612915], [-0.807703, 0.228042, 4.451249], [0.251472, -1.598213, 4.406017], [0.846430, 0.061886, 2.856177], [0.335989, 1.153444, 2.235946], [1.666253, 0.569941, 3.770150], [1.699803, -0.694735, 1.794243], [2.583420, 0.240696, 1.400673], [0.931853, -0.892997, 0.719873], [2.560326, -1.942544, 2.193261], [3.696211, -1.840419, 1.502122], [2.944167, -1.966173, 3.463986], [1.998327, -3.359468, 1.865738], [1.442310, -3.454124, 0.677174], [1.224435, -3.852871, 2.798118], [3.061565, -4.171770, 1.851226], [-1.846390, 2.861366, 3.626170], [-2.092233, 2.761880, 4.786881], [-1.001014, 3.824359, 3.044461], [-1.565401, 4.052602, 1.830378], [-1.491494, 5.088546, 1.214038], [-2.814460, 2.218513, -2.126429], [4.189037, -0.355505, 6.674463], [4.329700, -0.724336, 8.396699], [5.405381, -1.269485, 5.773946], [2.577988, -0.798418, 6.102224], [4.446757, 1.377794, 6.419258], [3.102672, -6.245690, -2.005340], [2.318070, -5.100655, -1.951268], [2.038392, -4.395301, -3.110177], [2.544728, -4.846191, -4.313561], [3.332619, -5.980611, -4.385725], [3.612128, -6.682732, -3.221637], [2.229574, -4.111981, -5.545755], [1.548123, -3.102472, -5.447535], [2.661634, -4.559757, -6.586875], [3.315839, -6.798741, -1.098915], [1.919763, -4.757862, -1.008824], [1.427140, -3.505627, -3.065524], [3.726064, -6.322834, -5.333179], [4.224703, -7.573230, -3.264349], [-4.570026, 4.239885, -1.638569], [-3.188685, -3.599719, 5.260877], [-5.841532, 7.870863, -4.678060], [-4.876951, 6.479079, -5.184490], [-6.324050, 7.744017, -2.981627], [-5.250568, 8.770452, -4.806403], [-6.733662, 7.919255, -5.291806], [-0.460483, -5.759668, -5.698291], [-0.706776, -4.865548, -4.900055], [-1.062923, -5.949087, -6.778553], [0.424395, -6.635329, -5.558464], [-1.042961, 6.953948, 2.264394], [0.309274, 1.965144, -0.655527], [0.351940, 1.375317, 0.104324], [1.087001, 1.734913, -1.175002], [-0.786274, 10.136060, -1.712880], [-1.178252, 8.389039, -0.972957], [1.106610, 10.403417, -1.927108], [-1.746491, 10.433256, -3.353376], [-1.136037, 10.867966, -0.998218], [2.425438, -5.676290, -8.472582]],
  "atomic_forces_ev_per_a": [[-0.310, 0.494, 1.189], [0.614, -0.279, -1.250], [-0.616, 0.186, -1.107], [1.252, 1.174, 0.439], [-0.361, 1.222, 0.163], [-0.200, -0.031, -0.501], [0.292, -0.587, 0.527], [-0.704, -0.157, -0.143], [-0.509, -0.661, 0.145], [0.826, 0.353, -0.089], [-0.717, -0.177, 0.116], [1.048, 0.068, -0.667], [-0.149, 0.866, 0.199], [-0.208, -0.028, 0.244], [-0.539, 0.717, -0.251], [0.745, -0.783, -0.191], [0.578, -0.117, 0.270], [-0.650, -0.091, -0.476], [0.454, -0.164, 0.372], [0.315, 0.995, 0.142], [0.435, 0.416, 0.165], [-0.456, -0.752, -0.188], [0.162, -0.693, -0.417], [0.212, 0.160, -0.888], [-0.647, 0.417, 0.686], [1.205, -1.107, 0.132], [-0.658, 0.477, -0.318], [-1.106, 0.473, 0.492], [0.568, -0.037, -0.126], [-1.276, -2.577, 1.863], [0.994, 0.766, -1.152], [-0.869, 1.227, -0.193], [0.269, -1.325, -0.135], [0.330, 0.151, 0.319], [0.225, -0.352, -0.106], [-0.033, -0.060, 0.055], [0.002, 0.028, -0.070], [-0.034, 0.039, 0.013], [0.183, -0.029, 0.490], [-0.003, -0.025, -0.010], [0.018, -0.021, -0.040], [0.098, -0.134, -0.074], [-0.127, 0.209, 0.204], [0.115, -0.127, 0.306], [0.194, -0.223, -0.129], [-0.102, 0.130, 0.108], [-0.037, 0.059, -0.292], [0.081, 0.027, 0.120], [0.325, 0.451, 0.535], [-0.002, 0.010, -0.013], [0.015, -0.072, -0.077], [-0.016, -0.025, -0.186], [-0.142, 0.127, -0.083], [-0.007, 0.011, -0.038], [-0.315, 0.416, -0.052], [-0.359, -0.561, 0.550], [-0.012, 0.061, -0.076], [0.026, 0.008, -0.046], [-0.026, 0.053, 0.037], [0.061, -0.055, 0.079], [-0.015, -0.101, 0.054], [-0.158, 0.302, 0.198], [-0.101, -0.078, 0.008], [0.105, -0.204, -0.063], [-0.030, -0.141, -0.219], [-0.008, 0.081, -0.154], [0.013, 0.055, 0.057], [-0.010, -0.045, -0.093], [-0.004, 0.041, -0.037], [0.122, 0.225, -0.073], [-0.059, -0.107, -0.026], [-0.153, -0.068, 0.013], [0.066, -0.085, 0.116], [-0.018, -0.056, 0.007], [-0.202, -0.358, -0.364]],
  "lowdin_charge": [0.037, -0.116, -0.081, 0.072, -0.382, 0.151, 0.194, -0.341, 0.194, 0.153, -0.371, 0.185, -0.014, -0.356, 0.179, 0.165, -0.338, 0.146, 0.131, -0.320, 0.160, 0.166, -0.343, 0.176, 0.125, -0.575, 0.187, 0.216, 0.177, -0.333, 0.232, 0.120, -0.381, -0.065, 0.030, -2.035, 0.535, 0.537, 0.597, 0.520, -0.070, -0.064, -0.011, -0.168, 0.002, -0.061, -0.330, 0.062, 0.055, 0.105, 0.079, 0.118, 0.130, 0.107, 0.653, -0.239, -1.017, 0.464, 0.449, 0.022, 0.029, -0.896, 0.223, 0.319, 0.304, 0.800, -0.040, -0.009, 0.055, -1.630, 0.472, 0.596, 0.586, -0.027, -0.402]
}

***

{
  "formula": "C24H14Cl3NO3RhS",
  "method": "ωB97M-V/def2-TZVPD",
  "lumo_ev": 2.5236,
  "de_lowest_kcal_mol": 0.0,
  "total_charge": -1,
  "orbital_gap_ev": 7.30,
  "e_tot_ha": -3092.9302,
  "largest_force_ev_per_a": 1.3,
  "elements": ["Rh", "Cl", "C", "C", "C", "Cl", "C", "O", "C", "Cl", "C", "H", "H", "O", "C", "O", "C", "C", "C", "C", "C", "C", "S", "H", "H", "H", "H", "C", "C", "C", "C", "N", "C", "C", "C", "C", "C", "C", "C", "H", "H", "H", "H", "H", "H", "H", "H"],
  "xyz": [[0.222998, -0.144747, 0.018847], [3.649958, -2.528961, 6.107426], [2.505931, -2.025148, 4.876654], [2.941855, -1.789621, 3.587369], [2.026409, -1.379768, 2.638717], [2.574599, -1.074481, 1.008760], [0.644113, -1.173080, 2.890121], [-0.207606, -0.765944, 2.030819], [0.278073, -1.448588, 4.236244], [-1.394939, -1.237271, 4.672543], [1.171334, -1.857477, 5.204447], [3.980708, -1.924924, 3.319554], [0.824401, -2.044703, 6.211251], [1.222026, -3.651738, -1.302380], [0.621971, -2.613181, -1.508984], [-0.116967, -1.994638, -0.626825], [0.571981, -2.021977, -2.890648], [0.210899, -2.844494, -3.954397], [0.079837, -2.336233, -5.237043], [0.327179, -0.987565, -5.465295], [0.698912, -0.165129, -4.413682], [0.827105, -0.670251, -3.117990], [1.390310, 0.410683, -1.839724], [0.043638, -3.895774, -3.753343], [-0.212675, -2.985705, -6.053368], [0.221760, -0.572712, -6.460825], [0.890575, 0.887830, -4.581360], [0.841115, 2.970004, 2.844310], [-0.351582, 3.665663, 2.712207], [-1.191551, 3.384130, 1.654582], [-0.823979, 2.398016, 0.743317], [0.328730, 1.721191, 0.884598], [1.138486, 1.997000, 1.909652], [-1.653600, 1.911156, -0.362203], [-2.667020, 2.648015, -0.968723], [-3.390797, 2.082254, -2.004542], [-3.092788, 0.785769, -2.423258], [-2.065233, 0.059279, -1.837107], [-1.332024, 0.624662, -0.799167], [1.522147, 3.154672, 3.662539], [-0.633078, 4.411521, 3.445307], [-2.142461, 3.884882, 1.539663], [2.050134, 1.417761, 1.962283], [-2.871624, 3.665387, -0.652438], [-4.175705, 2.647792, -2.491102], [-3.661865, 0.341781, -3.232006], [-1.821679, -0.935348, -2.184784]],
  "atomic_forces_ev_per_a": [[1.284, -0.237, 0.210], [-0.096, 0.030, -0.099], [0.085, -0.018, 0.066], [0.050, -0.010, -0.015], [-0.044, 0.017, -0.075], [0.018, -0.043, 0.105], [0.007, 0.024, -0.070], [-0.527, 0.059, 0.011], [-0.060, 0.022, 0.075], [0.101, 0.004, -0.022], [-0.063, -0.019, 0.046], [-0.014, 0.002, -0.010], [-0.002, 0.006, -0.011], [-0.059, -0.081, -0.079], [-0.251, 0.110, 0.212], [0.246, -0.613, 0.039], [0.008, -0.056, -0.150], [0.043, -0.009, 0.042], [-0.003, 0.005, -0.002], [0.007, 0.008, 0.057], [0.019, -0.021, -0.044], [0.072, 0.217, -0.004], [-0.102, 0.295, -0.395], [-0.006, 0.012, 0.000], [0.003, 0.004, 0.008], [0.012, -0.006, -0.003], [-0.018, -0.009, 0.009], [0.123, -0.067, -0.121], [-0.080, 0.100, 0.056], [0.130, 0.068, -0.119], [-0.195, 0.065, -0.185], [-0.132, -0.283, 0.498], [0.078, 0.241, -0.078], [-0.034, 0.187, 0.122], [-0.113, -0.039, -0.021], [0.025, 0.015, 0.044], [0.027, -0.040, 0.030], [-0.266, 0.094, 0.002], [-0.181, 0.051, -0.201], [-0.009, -0.001, 0.003], [0.007, 0.000, -0.004], [0.004, -0.002, 0.019], [-0.040, -0.074, 0.052], [-0.027, -0.023, 0.021], [0.002, -0.013, -0.005], [0.012, 0.011, -0.017], [-0.039, 0.019, 0.004]],
  "lowdin_charge": [0.811, 0.600, -0.689, -0.150, -0.540, 0.763, -0.494, -0.189, -0.582, 0.665, -0.157, 0.101, 0.098, 0.057, -0.628, -0.197, -0.179, -0.033, -0.103, -0.108, -0.128, -0.583, 0.648, 0.115, 0.090, 0.091, 0.091, -0.051, -0.062, -0.002, -0.197, -0.017, -0.103, -0.188, -0.050, -0.106, -0.082, -0.074, -0.236, 0.104, 0.105, 0.109, 0.092, 0.101, 0.090, 0.098, 0.098]
}